Record 1
Molecular formula: C2H2FNO2
Method: DFT, ωB97M-V/def2-TZVPD

Values from the calculation:
E, Eh: -382.38008
Energy above the lowest of the compared OMol25 structures with the same formula, charge and spin, kJ/mol: 394.72
Net charge: 0

Each line ends with the natural charge from an NBO analysis.
Positions of all 8 atoms, in Å:
C (-0.897, -0.320, 0.365)  0.394
C (0.026, 0.404, -0.484)  0.120
N (1.342, 0.361, 0.241)  0.168
O (-1.926, 0.039, 0.834)  -0.451
O (1.859, -0.691, 0.430)  -0.238
F (-0.149, 1.716, -0.645)  -0.301
H (-0.253, -1.292, 0.644)  0.109
H (-0.001, -0.217, -1.386)  0.199

=====

Record 2
Molecular formula: C37H46Cl2F26N3O6Si
Method: DFT, ωB97M-V/def2-TZVPD

Values from the calculation:
E, Eh: -5858.52328
Energy above the lowest of the compared OMol25 structures with the same formula, charge and spin, kJ/mol: 1822.65
Net charge: +1

Each line ends with the Mulliken charge.
Positions of all 121 atoms, in Å:
C (-0.206, -5.608, 3.015)  -0.507
C (-1.274, -4.900, 2.385)  -0.380
C (-2.474, -4.357, 1.355)  -0.065
N (-1.960, -3.520, 0.215)  0.958
C (-0.956, -4.205, -0.735)  -0.825
C (-1.648, -4.595, -2.200)  -0.020
C (-0.414, -5.034, -3.195)  -0.507
O (0.836, -5.401, -2.491)  -0.535
C (-2.372, -2.223, 0.048)  -2.196
N (-1.799, -1.497, -1.189)  0.301
C (-0.494, -0.804, -0.861)  -0.464
Cl (-0.670, 1.042, -0.676)  -0.100
C (0.488, -1.039, -2.193)  0.514
C (1.954, -0.312, -2.054)  -0.809
Cl (-0.521, -0.400, -3.656)  -0.224
N (-3.333, -1.451, 0.892)  0.828
C (-2.859, -1.111, 2.267)  -0.298
O (-1.539, -0.419, 2.165)  0.020
O (-0.980, -0.340, 3.341)  -0.502
C (-4.765, -1.876, 0.791)  0.683
F (-5.030, -3.086, -0.022)  -0.318
F (-5.227, -2.187, 2.191)  -0.367
C (-5.781, -0.695, 0.180)  -0.422
C (-7.370, -1.016, 0.436)  -0.629
Si (-8.259, -1.929, -1.010)  0.206
C (-8.634, -3.813, -0.634)  -0.991
C (-10.023, -1.093, -1.187)  -1.009
C (-7.314, -1.792, -2.688)  0.595
C (-6.473, -3.085, -3.251)  -0.245
C (-5.634, -2.922, -4.671)  -0.483
C (-5.638, -1.494, -5.539)  -0.469
C (-6.538, -0.257, -4.908)  -0.412
C (-7.389, -0.334, -3.501)  -0.161
H (0.511, -6.468, 3.427)  0.359
H (-2.998, -5.311, 0.866)  0.494
H (-3.279, -3.863, 2.038)  0.243
H (0.015, -3.547, -0.847)  0.123
H (-0.580, -5.249, -0.295)  0.427
H (-2.166, -3.652, -2.689)  0.120
H (-2.385, -5.505, -2.123)  0.366
H (-0.109, -4.167, -3.954)  0.191
H (-0.729, -5.994, -3.825)  0.367
H (0.944, -6.395, -2.433)  0.319
H (-2.480, -0.733, -1.431)  0.578
H (-0.031, -1.337, 0.090)  0.456
H (0.686, -2.178, -2.406)  -0.077
H (2.786, -0.924, -2.624)  0.356
H (1.954, 0.772, -2.543)  0.216
H (2.282, -0.275, -0.914)  0.165
H (-2.748, -1.996, 3.021)  0.253
H (-3.581, -0.311, 2.779)  0.381
H (-0.102, -0.848, 3.224)  0.321
H (-5.510, 0.296, 0.788)  0.391
H (-5.483, -0.593, -0.952)  0.200
H (-7.599, -1.604, 1.424)  0.341
H (-7.910, 0.039, 0.547)  0.314
H (-9.806, -4.001, -0.510)  0.304
H (-8.323, -4.488, -1.568)  0.245
H (-8.082, -4.215, 0.317)  0.299
H (-10.590, -1.077, -0.143)  0.279
H (-9.903, 0.010, -1.584)  0.259
H (-10.732, -1.717, -1.910)  0.278
H (-6.420, -4.121, -2.696)  0.146
H (-5.007, -3.847, -5.044)  0.306
H (-5.035, -1.398, -6.537)  0.337
H (-6.568, 0.750, -5.506)  0.284
H (-8.000, 0.566, -3.050)  0.189
C (1.977, 0.799, -5.934)  0.166
C (3.057, 1.851, -5.637)  0.785
C (3.047, 3.071, -6.554)  0.072
F (3.217, 2.750, -7.856)  -0.209
F (4.066, 3.916, -6.237)  -0.279
F (4.275, 1.245, -5.624)  -0.295
F (2.851, 2.286, -4.353)  -0.332
O (2.371, -0.308, -6.752)  -0.424
C (2.354, -0.065, -8.158)  0.731
C (3.755, -0.066, -8.783)  0.222
F (4.588, 0.808, -8.163)  -0.201
F (3.708, 0.303, -10.090)  -0.256
F (1.667, 1.079, -8.396)  -0.275
F (1.610, -1.063, -8.701)  -0.289
H (1.719, 0.341, -4.971)  -0.389
H (1.040, 1.249, -6.282)  0.434
H (2.113, 3.632, -6.457)  0.298
H (4.208, -1.059, -8.721)  0.233
C (2.376, 1.760, 2.571)  -0.598
C (3.214, 3.030, 2.356)  0.889
C (4.557, 2.814, 1.665)  0.105
F (5.366, 1.969, 2.342)  -0.183
F (5.237, 3.988, 1.563)  -0.282
F (3.361, 3.672, 3.546)  -0.251
F (2.469, 3.875, 1.574)  -0.323
O (2.485, 1.132, 3.853)  -0.436
C (3.613, 0.275, 4.019)  0.729
C (4.634, 0.816, 5.028)  0.234
F (5.039, 2.073, 4.714)  -0.240
F (5.752, 0.044, 5.056)  -0.271
F (4.153, 0.020, 2.802)  -0.276
F (3.119, -0.911, 4.460)  -0.292
H (1.325, 2.069, 2.513)  0.432
H (2.493, 1.039, 1.754)  0.244
H (4.423, 2.423, 0.651)  0.257
H (4.209, 0.845, 6.035)  0.265
C (5.376, 5.788, 6.966)  -0.534
C (6.214, 7.058, 6.751)  0.778
C (7.557, 6.842, 6.060)  0.133
F (8.366, 5.997, 6.737)  -0.200
F (8.237, 8.016, 5.958)  -0.285
F (6.361, 7.700, 7.941)  -0.278
F (5.469, 7.903, 5.969)  -0.322
O (5.485, 5.160, 8.248)  -0.388
C (6.613, 4.303, 8.414)  0.736
C (7.634, 4.844, 9.423)  0.203
F (8.039, 6.101, 9.109)  -0.206
F (8.752, 4.072, 9.451)  -0.255
F (7.153, 4.048, 7.197)  -0.264
F (6.119, 3.117, 8.855)  -0.296
H (4.325, 6.098, 6.909)  0.427
H (5.493, 5.067, 6.149)  0.247
H (7.423, 6.451, 5.046)  0.277
H (7.209, 4.873, 10.430)  0.234

=====

Record 3
Molecular formula: C6H12O
Method: DFT, ωB97M-V/def2-TZVPD

Values from the calculation:
E, Eh: -310.95994
Energy above the lowest of the compared OMol25 structures with the same formula, charge and spin, kJ/mol: 260.79
Net charge: 0

Each line ends with the natural charge from an NBO analysis.
Positions of all 19 atoms, in Å:
C (-1.595, -0.693, -0.681)  -0.609
C (-0.989, 0.284, 0.325)  -0.248
C (-2.030, 0.807, 1.312)  -0.605
C (0.174, -0.344, 1.081)  -0.062
O (1.252, -0.593, 0.155)  -0.498
C (2.170, 0.339, 0.130)  0.248
C (3.104, 0.020, -1.003)  -0.771
H (-2.396, -0.216, -1.255)  0.211
H (-0.840, -1.060, -1.385)  0.219
H (-2.026, -1.561, -0.164)  0.201
H (-0.563, 1.139, -0.219)  0.207
H (-2.441, -0.009, 1.920)  0.202
H (-2.863, 1.280, 0.781)  0.215
H (-1.595, 1.550, 1.989)  0.213
H (-0.103, -1.313, 1.512)  0.184
H (0.556, 0.324, 1.857)  0.206
H (2.862, -0.883, -1.578)  0.204
H (4.127, -0.034, -0.613)  0.241
H (3.088, 0.898, -1.662)  0.242

=====

Record 4
Molecular formula: C3H8N2O2
Method: DFT, ωB97M-V/def2-TZVPD

Values from the calculation:
E, Eh: -379.06031
Energy above the lowest of the compared OMol25 structures with the same formula, charge and spin, kJ/mol: 211.87
Net charge: 0

Each line ends with the natural charge from an NBO analysis.
Positions of all 15 atoms, in Å:
C (1.447, -1.271, -1.033)  -0.103
C (1.325, -0.144, -0.320)  -0.101
N (0.324, -0.359, 0.607)  -0.534
C (-0.088, -1.678, 0.649)  0.110
N (0.647, -2.258, -0.407)  -0.473
H (1.995, -1.560, -1.921)  0.218
H (1.791, 0.752, -0.326)  0.194
H (-0.039, 0.528, 1.032)  0.448
H (-0.961, -2.142, 1.064)  0.215
H (0.678, 2.508, -0.093)  0.486
H (-0.991, 2.364, 0.220)  0.513
O (-0.053, 2.400, 0.575)  -1.009
H (-2.684, 1.344, 0.689)  0.485
H (-2.424, 0.815, -0.809)  0.504
O (-2.480, 1.634, -0.205)  -0.952

=====

Record 5
Molecular formula: C18H35N2O7S4
Method: DFT, ωB97M-V/def2-TZVPD

Values from the calculation:
E, Eh: -2935.53551
Net charge: +1

Each line ends with the natural charge from an NBO analysis.
Positions of all 66 atoms, in Å:
C (1.691, -1.114, -4.010)  -0.655
C (1.353, -2.579, -4.356)  -0.071
O (2.390, -3.404, -3.805)  -0.529
C (2.065, -4.091, -2.643)  -0.081
C (2.221, -3.222, -1.411)  0.125
C (1.179, -2.891, -0.633)  -0.057
N (1.742, -2.137, 0.377)  -0.433
S (0.939, -1.407, 1.737)  0.254
C (3.039, -2.012, 0.224)  0.269
N (3.350, -2.680, -0.878)  -0.453
H (1.107, -0.799, -3.147)  0.199
H (1.518, -0.498, -4.888)  0.223
H (2.730, -1.142, -3.707)  0.248
H (1.314, -2.741, -5.431)  0.196
H (0.359, -2.843, -3.986)  0.168
H (1.050, -4.492, -2.627)  0.197
H (2.746, -4.942, -2.553)  0.211
H (0.144, -3.140, -0.739)  0.262
H (0.854, -2.457, 2.584)  0.162
H (3.695, -1.486, 0.890)  0.263
H (4.282, -2.780, -1.264)  0.472
C (6.839, -0.757, -5.495)  -0.407
C (7.822, 0.085, -4.671)  -0.402
C (7.118, 0.461, -3.361)  -0.675
S (5.935, -0.849, -3.037)  2.164
O (4.598, -0.307, -3.112)  -0.955
O (6.353, -1.619, -1.887)  -0.971
C (6.257, -1.783, -4.527)  -0.675
H (7.327, -1.239, -6.339)  0.238
H (6.042, -0.119, -5.885)  0.219
H (8.714, -0.506, -4.454)  0.216
H (8.143, 0.973, -5.211)  0.237
H (7.813, 0.524, -2.526)  0.260
H (6.565, 1.393, -3.453)  0.256
H (5.334, -2.240, -4.879)  0.261
H (6.988, -2.554, -4.281)  0.246
C (-2.570, 1.571, 5.480)  -0.409
C (-3.063, 1.682, 4.031)  -0.399
C (-2.225, 0.719, 3.186)  -0.674
S (-1.715, -0.602, 4.291)  2.160
O (-0.272, -0.554, 4.433)  -0.968
O (-2.390, -1.822, 3.928)  -0.939
C (-2.458, 0.077, 5.768)  -0.671
H (-3.247, 2.061, 6.178)  0.230
H (-1.589, 2.043, 5.574)  0.216
H (-4.114, 1.394, 3.978)  0.214
H (-2.985, 2.698, 3.652)  0.240
H (-2.797, 0.294, 2.365)  0.262
H (-1.326, 1.200, 2.803)  0.244
H (-1.837, -0.155, 6.630)  0.260
H (-3.441, -0.380, 5.880)  0.245
C (-7.929, 2.498, 2.604)  -0.405
C (-7.733, 3.807, 3.380)  -0.403
C (-6.307, 4.299, 3.097)  -0.676
S (-5.874, 3.670, 1.470)  2.173
O (-4.792, 2.724, 1.612)  -0.966
O (-5.798, 4.760, 0.536)  -0.929
C (-7.392, 2.762, 1.201)  -0.674
H (-8.974, 2.195, 2.580)  0.232
H (-7.356, 1.697, 3.078)  0.210
H (-8.454, 4.548, 3.031)  0.215
H (-7.895, 3.671, 4.448)  0.228
H (-6.243, 5.384, 3.085)  0.259
H (-5.593, 3.894, 3.812)  0.238
H (-7.180, 1.855, 0.639)  0.256
H (-8.064, 3.406, 0.635)  0.246

=====

Record 6
Molecular formula: C11H17N4
Method: DFT, ωB97M-V/def2-TZVPD

Values from the calculation:
E, Eh: -647.67473
Energy above the lowest of the compared OMol25 structures with the same formula, charge and spin, kJ/mol: 321.37
Net charge: +2
2S+1: 2

Each line ends with the Löwdin spin population.
Positions of all 32 atoms, in Å:
C (-3.741, -0.325, -1.210)  0.000
C (-2.188, -0.317, 0.652)  0.001
N (-3.001, 0.382, -0.185)  0.000
N (-1.854, -1.661, 0.423)  0.000
N (-1.660, 0.179, 1.750)  0.002
H (-3.370, 1.341, 0.184)  0.000
H (-1.547, -2.164, -0.375)  0.000
H (-1.534, -2.218, 1.237)  0.000
H (-1.862, 1.119, 1.982)  0.000
H (-0.677, -0.084, 2.010)  0.000
H (-4.746, 0.094, -1.519)  0.000
H (-3.781, -1.459, -0.892)  0.000
H (-2.937, -0.646, -1.963)  0.000
C (1.704, -1.499, -2.447)  0.014
C (1.371, 0.150, 0.874)  0.095
C (1.431, 0.185, -0.555)  0.073
C (1.635, -1.199, -0.983)  0.132
C (1.839, -1.990, 0.112)  0.327
C (1.435, 1.485, 1.602)  0.009
C (1.221, 2.663, 0.813)  0.162
C (1.157, 1.418, -1.239)  0.099
C (1.049, 2.643, -0.613)  -0.006
N (1.431, -1.225, 1.306)  0.059
H (2.152, -1.281, 2.209)  0.003
H (1.658, 1.428, 2.653)  -0.002
H (2.159, -2.979, 0.274)  0.012
H (1.338, 3.647, 1.192)  0.008
H (0.935, 1.453, -2.326)  0.003
H (1.816, -0.713, -3.265)  0.000
H (0.820, -2.073, -2.565)  0.007
H (1.109, 3.652, -1.160)  -0.002
H (2.568, -2.124, -2.778)  0.003

=====

Record 7
Molecular formula: C4H10NO2S
Method: DFT, ωB97M-V/def2-TZVPD

Values from the calculation:
E, Eh: -761.89215
Energy above the lowest of the compared OMol25 structures with the same formula, charge and spin, kJ/mol: 76.82
Net charge: -1

Each line ends with the natural charge from an NBO analysis.
Positions of all 18 atoms, in Å:
O (-1.422, -1.063, -1.250)  -0.701
C (-0.940, -0.282, -0.413)  0.686
N (0.329, -0.475, 0.003)  -0.599
C (0.966, 0.378, 1.031)  -0.246
C (1.823, 1.468, 0.433)  -0.526
S (2.541, 2.401, 1.852)  -0.706
C (-1.650, 1.004, -0.105)  -0.721
H (0.799, -1.220, -0.486)  0.401
H (0.165, 0.890, 1.565)  0.204
H (1.560, -0.194, 1.745)  0.214
H (2.544, 1.079, -0.313)  0.172
H (1.228, 2.038, -0.278)  0.163
H (-2.006, 1.104, 0.924)  0.232
H (-2.518, 1.001, -0.754)  0.233
H (-0.996, 1.842, -0.360)  0.245
H (-0.747, -3.815, -0.588)  0.448
H (-0.907, -2.589, -1.476)  0.493
O (-0.770, -3.566, -1.530)  -0.992